C3H5OP | ωB97M-V/def2-TZVPD

The HOMO energy comes out at -9.1 eV. As for the energy above the lowest of the compared OMol25 structures with the same formula, charge and spin: 3.1809 eV. As for the structure (SMILES): C#C[P@@H](C)=O. The molar mass is 88.0 g mol⁻¹. Its spin multiplicity is 1. As for the LUMO energy: 0.012 Eh.

Each atom is followed by the atoms it is bonded to, with distances in Å.
Cartesian coordinates (Å):
1 C -0.1200 2.4953 -0.2054  C2 1.227, H6 1.058
2 C 0.1343 1.3476 0.1467  C1 1.227, P3 1.728
3 P 0.5950 -0.2870 0.4655  C2 1.728, C4 1.792, O5 1.899, H7 1.443
4 C -0.5869 -1.4267 -0.2518  P3 1.792, H8 1.105, H9 1.143, H10 1.136
5 O 2.3515 -0.6390 -0.1644  P3 1.899
6 H -0.2398 3.4758 -0.5858  C1 1.058
7 H 0.3217 -0.2672 1.8825  P3 1.443
8 H -0.2672 -2.4281 0.0905  C4 1.105
9 H -1.5348 -0.8425 0.0083  C4 1.143
10 H -0.6539 -1.4281 -1.3861  C4 1.136